Formula: C5H8O2
Source: OMol25
Level of theory: ωB97M-V/def2-TZVPD

Orbital gap ... 11.4258 eV
2S+1 ... 1
Total charge ... 0
Energy ... -9407.110 eV

Structure (XYZ):
```
15
Properties=species:S:1:pos:R:3:forces:R:3
O -0.05134 -1.11143 -0.11916 -1.55 1.39 -0.81
O -0.87099 0.64719 -1.41200 0.02 -1.04 1.42
C 0.24388 -1.89206 -1.28137 0.49 -0.24 -0.30
C -1.59824 0.43001 0.88851 0.32 0.17 0.34
C 1.83637 1.16276 0.55226 -0.49 -1.65 -0.59
C 1.97417 2.20875 1.13250 -0.13 -0.56 -0.22
C -0.84340 0.06759 -0.35006 0.79 -0.77 -0.96
H -1.47603 1.49802 1.08107 -0.16 -0.09 -0.15
H 1.58581 0.14223 0.07839 0.82 2.45 1.09
H 0.11136 -1.36724 -2.23132 -0.09 0.25 0.35
H -1.22868 -0.11955 1.75625 -0.07 -0.01 -0.21
H 1.29126 -2.19726 -1.21460 -0.12 -0.01 0.04
H -2.65478 0.19840 0.73295 0.10 0.08 -0.02
H -0.38176 -2.78718 -1.29242 -0.01 0.09 0.14
H 2.06237 3.11977 1.67899 0.09 -0.05 -0.13
```
Forces are in eV/Å.

---

Formula: C4H12N3
Source: OMol25
Level of theory: ωB97M-V/def2-TZVPD

Orbital gap ... 12.0699 eV
2S+1 ... 1
Total charge ... +1
Energy ... -8803.669 eV

Structure (XYZ):
```
19
Properties=species:S:1:pos:R:3:forces:R:3
N 0.70926 0.94412 -0.74241 3.08 -0.55 -2.61
N 0.18482 -0.37665 -0.42244 2.38 0.27 0.16
N -1.41170 1.23870 0.10533 -1.78 1.05 1.95
C -1.05681 -0.16869 0.30524 -0.18 -0.08 2.79
C -2.08839 -1.08414 -0.23736 -3.03 0.66 -0.95
C 1.39746 0.14803 0.26772 -0.29 -0.95 -0.47
C 2.77249 -0.59567 0.16033 -0.82 1.25 0.73
H 1.22069 1.01316 -1.68132 -1.28 -0.32 1.49
H 3.43593 0.28780 -0.17396 -0.22 -1.90 0.76
H -0.78415 -0.38619 1.42540 -0.99 0.46 -1.92
H -1.55298 1.79279 0.97301 0.23 -0.68 -0.56
H -2.36375 -0.80987 -1.32541 0.99 -0.75 1.39
H -0.31635 1.52904 -0.38138 -0.10 0.64 -0.53
H 2.80926 -1.49783 -0.52380 -0.21 1.39 0.67
H 2.92035 -0.93581 1.26779 0.38 0.66 -2.19
H 1.29076 0.68121 1.21268 -0.30 -0.53 0.20
H -2.30825 1.30617 -0.37840 0.40 0.13 -0.33
H -3.12995 -1.00458 0.24882 1.77 -0.03 -0.13
H -1.72869 -2.08161 -0.09983 -0.03 -0.73 -0.44
```
Forces are in eV/Å.

---

Formula: C36H49F2N3O4
Source: OMol25
Level of theory: ωB97M-V/def2-TZVPD

Orbital gap ... 8.3597 eV
2S+1 ... 1
Total charge ... 0
Energy ... -56219.273 eV

Structure (XYZ):
```
94
Properties=species:S:1:pos:R:3:forces:R:3
F 0.73317 -5.73003 3.19552 0.33 0.81 0.62
F -2.34045 1.65802 -1.17227 0.21 0.64 -0.57
O 2.73548 1.29716 3.36757 0.94 0.16 -0.51
O 0.49604 -3.73624 -1.36432 0.12 -0.87 0.31
O -5.18653 1.01001 -1.44409 0.70 1.21 0.77
O -0.51715 1.29177 6.73452 -0.74 -0.45 -0.60
N 0.44307 3.26935 -2.08669 -0.09 0.27 -0.99
N 1.63423 -1.07018 -2.07059 -2.25 -0.41 -0.37
N -4.10761 0.90935 -4.39024 -1.24 -2.37 -1.51
C 2.27882 -2.63048 2.41218 2.01 0.00 -0.34
C -4.47744 -0.31460 -4.98084 2.56 1.82 -1.09
C 4.01527 2.34056 1.62573 0.13 0.55 0.38
C 1.74047 0.21500 -2.53712 1.07 -1.02 0.64
C 1.11065 -5.09045 -3.16728 0.35 -0.34 0.09
C -1.52734 -1.70024 -0.19718 0.19 1.05 0.17
C -4.43291 1.59681 0.74089 0.47 1.17 0.69
C -4.89359 3.36174 -1.12101 0.94 0.30 -0.45
C -1.01506 1.64493 5.68776 -0.20 0.31 -1.24
C -0.68431 2.99730 5.13441 0.04 0.78 -0.95
C 2.65220 -1.37901 -1.25987 1.23 -1.00 0.94
C 1.87556 -3.92604 2.29802 -1.11 -0.51 0.62
C 4.93140 0.45905 3.07509 1.54 1.18 1.43
C 0.78015 -4.86580 -1.74098 -0.36 1.26 0.24
C -3.36672 1.58684 -5.30110 0.64 -0.95 -0.44
C 0.76523 3.79667 -3.34038 0.02 -0.49 0.08
C -3.79847 -0.43299 -6.18461 -1.72 -0.78 0.45
C 3.79918 1.38233 2.76016 -1.75 0.11 0.21
C -1.68431 0.63558 -0.57047 -0.98 -0.44 -0.69
C -0.14582 -0.12918 1.03827 -0.20 0.33 -0.08
C -1.91399 0.82077 4.73665 2.46 -0.46 1.09
C -0.76832 0.97605 0.38886 0.34 -3.07 0.09
C 3.53041 -0.33176 -1.27485 -0.80 0.96 -0.52
C 2.06275 4.79864 -1.81422 -0.58 -1.41 -1.24
C -4.82776 1.91167 -0.68283 -1.55 -0.54 -0.36
C -3.14051 0.75164 -6.39458 1.03 2.32 -0.01
C 0.79863 -6.05898 -0.80842 -0.61 -0.14 -0.94
C 1.09309 -3.82720 4.65903 -0.12 -2.64 -1.37
C -0.47892 -1.45867 0.73798 -1.14 2.07 -1.30
C 1.63657 -2.59891 4.74798 -0.53 1.14 2.03
C 1.27190 -4.46686 3.41092 -1.10 -1.33 0.36
C 2.92703 0.69778 -2.07894 0.72 -0.44 0.73
C 1.23933 3.87708 -1.17819 1.15 0.77 0.29
C 1.78615 4.69844 -3.24919 -0.28 0.17 1.72
C -2.12492 -0.64923 -0.93406 1.25 -0.46 1.92
C 2.23302 -2.05163 3.65204 0.19 3.43 -0.64
H 4.55877 -0.34053 3.73290 0.34 -0.16 -0.82
H 0.37281 -6.96130 -1.29410 0.28 0.51 0.15
H 0.56869 0.07789 1.84147 0.03 -0.11 -0.44
H 0.14127 -2.21567 1.13284 -0.02 -0.94 0.59
H -2.93875 -0.82997 -1.63023 0.17 0.28 0.10
H -0.17230 2.48505 -1.84787 0.39 0.73 -0.57
H -2.56231 1.03233 -7.26678 -0.03 -0.04 0.19
H -4.53960 1.20913 -3.54255 -0.01 0.42 0.57
H -4.13398 0.57078 0.72680 0.30 -0.66 0.30
H 2.86539 -2.17069 1.60275 -0.74 0.12 0.32
H -2.92809 2.51532 -5.05119 0.20 0.81 0.05
H 0.31772 3.50559 -4.25995 -0.62 -0.50 -0.20
H -3.55897 2.25852 0.99669 -0.79 -0.73 -0.02
H 3.20439 3.01634 1.33527 -0.03 -0.27 0.62
H 0.05399 2.95689 4.28387 -0.39 -0.17 1.09
H 0.40384 -5.83531 -3.49312 -0.72 0.10 -0.75
H 5.62919 0.23082 2.22131 -0.98 -0.13 0.92
H -2.75653 1.36277 4.38326 -0.66 0.44 -0.24
H -4.08104 4.01028 -0.70504 -0.23 -0.85 -0.58
H 4.14772 1.66641 0.81422 0.40 -0.40 -1.17
H -5.20113 1.72513 1.55754 0.45 0.10 -1.23
H 4.47685 -0.23547 -0.80629 0.55 -0.17 0.45
H -4.93171 3.38536 -2.23953 0.00 0.26 1.04
H 2.91879 5.25223 -1.39001 0.37 0.66 0.51
H -1.23672 0.53830 3.89294 -0.67 0.14 0.44
H 0.78911 -1.64420 -2.16667 0.72 0.28 0.16
H 5.54994 1.09353 3.81550 -0.54 -0.80 -1.07
H 1.83261 -4.46470 1.38052 0.23 -0.37 -0.49
H 1.83863 -6.27212 -0.59890 0.24 -0.13 0.39
H 2.71895 -2.31429 -0.68164 -0.26 0.56 -0.71
H -1.95836 -2.68157 -0.27148 0.29 -0.41 -0.37
H 2.47013 -0.97738 3.64909 0.26 -0.55 0.48
H -0.50506 1.97601 0.56529 0.18 1.17 0.39
H 1.04233 0.57852 -3.21781 -1.00 0.67 -0.85
H -2.14953 -0.04568 5.31612 -0.61 -0.83 -0.09
H 2.01193 -5.67714 -3.21859 0.82 0.01 -0.08
H 1.25902 3.56115 -0.13997 -0.13 0.13 -0.24
H 2.22527 5.25018 -4.09003 -0.24 -0.33 0.64
H 1.18976 -4.16508 -3.75191 -0.28 -0.49 0.16
H -3.94211 -1.22108 -6.91875 0.17 0.03 0.38
H 0.20781 -5.83564 0.06664 0.16 0.04 0.42
H -5.76190 3.84561 -0.68571 -0.57 -0.23 -0.13
H -0.33989 3.52630 5.99433 0.82 0.78 0.22
H -5.08118 -1.04651 -4.60867 -1.62 -1.32 1.60
H 4.93670 2.91745 1.77060 -0.09 -0.19 -0.11
H 0.60339 -4.30479 5.50430 0.00 -0.07 -0.38
H 3.36625 1.65932 -2.20839 -0.01 0.52 -0.38
H -1.52702 3.57916 4.71666 0.01 -0.61 0.23
H 1.46720 -2.08335 5.72505 0.57 -0.03 -1.14
```
Forces are in eV/Å.

---

Formula: C8H13NS
Source: OMol25
Level of theory: ωB97M-V/def2-TZVPD

Orbital gap (spin up / spin down) ... 7.3240 / 7.4243 eV
2S+1 ... 1
Total charge ... 0
Energy ... -20829.311 eV

Structure (XYZ):
```
23
Properties=species:S:1:pos:R:3:forces:R:3
S 0.52748 -1.70452 -1.27119 -0.25 0.09 0.13
N -1.04497 -0.86404 0.62508 -0.79 0.47 0.49
C 0.51849 2.72291 0.46849 -0.12 0.11 -0.03
C 0.40823 2.14406 -0.89238 -0.72 -2.39 0.33
C -0.61699 0.96700 -1.08338 -0.12 -0.19 -0.08
C 1.48256 2.33418 -1.88895 -0.04 -0.03 0.06
C -1.29592 -2.70272 2.24303 0.08 0.05 0.07
C -0.73983 -2.06688 1.01988 0.43 -0.65 -0.17
C -0.56615 -0.52034 -0.54062 1.65 2.41 -0.67
C 0.18772 -2.83514 0.10649 0.07 -0.06 -0.27
H 1.54105 3.02226 0.69960 0.05 0.02 0.08
H 1.12854 -3.11886 0.58698 -0.09 -0.06 0.08
H -1.00090 -2.15405 3.13941 -0.01 0.01 0.03
H 2.35460 1.70552 -1.65909 0.06 0.01 -0.02
H -1.55513 1.33425 -0.66047 -0.15 -0.02 -0.12
H 1.81765 3.36975 -1.88441 0.13 0.11 -0.10
H -0.28731 -3.74166 -0.28047 0.04 -0.06 0.11
H -2.38551 -2.71539 2.21195 -0.06 -0.04 0.02
H -0.92776 -3.72413 2.33155 -0.08 -0.02 0.07
H -0.11332 3.61257 0.56280 0.00 0.12 0.08
H 1.14640 2.06787 -2.88851 0.02 0.02 -0.15
H -0.74629 0.85407 -2.16231 -0.17 0.10 -0.08
H 0.16738 2.01328 1.21653 0.05 -0.02 0.13
```
Forces are in eV/Å.

---

Formula: C4H7N3
Source: OMol25
Level of theory: ωB97M-V/def2-TZVPD

Orbital gap ... 8.3404 eV
2S+1 ... 1
Total charge ... 0
Energy ... -8731.568 eV

Structure (XYZ):
```
14
Properties=species:S:1:pos:R:3:forces:R:3
N 2.35294 -0.92467 0.07404 0.04 0.09 -0.22
N -0.00810 -1.40306 0.21130 0.23 -0.03 0.11
N -1.78401 1.72682 0.05180 0.00 0.11 0.10
C -1.21997 -0.72079 0.23860 -0.14 0.17 -0.01
C 1.00532 -0.52086 -0.03050 -0.11 0.04 0.00
C 0.45964 0.72430 -0.20427 0.10 0.00 0.03
C -0.94846 0.60496 0.00350 0.19 -0.16 0.08
H 0.99114 1.64066 -0.43185 -0.04 -0.17 0.11
H -2.69373 1.61392 0.46041 -0.10 -0.13 -0.20
H 0.14684 -2.32590 0.58580 -0.05 0.18 -0.09
H 2.94360 -0.10087 0.12703 -0.05 -0.24 0.01
H 2.66369 -1.49037 -0.71047 -0.09 0.07 0.09
H -2.15110 -1.24755 0.39919 0.16 0.16 0.00
H -1.75963 2.32969 -0.75341 -0.14 -0.07 -0.01
```
Forces are in eV/Å.

---

Formula: C14H23N2O5
Source: OMol25
Level of theory: ωB97M-V/def2-TZVPD

Orbital gap ... 7.4850 eV
2S+1 ... 1
Total charge ... -1
Energy ... -28106.300 eV

Structure (XYZ):
```
44
Properties=species:S:1:pos:R:3:forces:R:3
O -3.61521 -2.36045 0.62459 -0.15 -0.19 0.22
O 2.14545 -0.96403 0.35063 -1.59 0.15 0.21
O 2.26076 0.78377 -3.16825 0.56 -0.02 -0.42
O 0.85607 -2.74332 0.93817 -0.60 3.71 -1.18
O -1.31496 3.06182 3.31194 0.83 -0.62 -1.75
N -0.15323 0.46951 1.48230 -0.95 0.46 -0.52
N 0.00818 3.82566 1.59257 -0.23 -0.89 -0.27
C -3.64193 -3.31487 1.37121 0.18 0.31 -0.40
C 1.01496 -1.49212 0.56298 1.08 -2.93 1.10
C 1.44618 3.47438 1.66383 0.94 -0.56 -0.79
C -4.44481 -3.28957 2.64743 -0.14 0.34 0.01
C -0.42468 4.22208 0.22713 0.95 0.75 -0.44
C -0.40274 0.69252 -2.10450 -0.48 -0.27 0.73
C -2.87357 -4.57230 1.06070 0.10 0.08 -0.29
C 3.20488 0.04904 -3.36897 -0.41 0.09 0.37
C -1.26702 1.43920 1.49567 -0.59 0.53 0.73
C 3.56883 -1.04392 -2.40018 -0.38 0.15 0.07
C -0.85789 2.81163 2.19927 -0.95 0.10 1.42
C -0.26204 -0.51600 0.40312 2.01 -0.84 -1.42
C 4.06251 0.19643 -4.60390 -0.17 0.33 -0.26
C -0.12165 0.13019 -1.04979 -2.05 0.31 0.24
H -5.20267 -4.07572 2.62597 0.12 -0.10 0.13
H -1.17983 -1.17708 0.46854 0.87 1.23 -0.11
H -3.78336 -3.42637 3.50518 -0.08 -0.18 -0.01
H 0.52679 4.40310 -0.37561 -1.33 -0.35 0.51
H 0.76760 0.91068 1.52406 -0.35 -0.46 -0.44
H -0.94086 5.22945 0.28847 0.28 -1.25 -0.14
H -2.10534 1.01609 2.14231 1.02 0.65 -0.77
H 4.02256 -0.72029 -5.19603 0.20 -0.03 0.08
H 2.11776 4.37654 1.48855 -1.07 -0.88 0.33
H 5.09313 0.41544 -4.31695 0.03 -0.20 -0.05
H 2.87023 -1.03398 -1.56028 0.13 0.02 0.03
H -1.05621 3.45890 -0.31091 0.67 0.78 0.59
H 3.68503 1.02194 -5.21061 0.02 -0.07 0.06
H -3.56225 -5.41585 0.96882 0.04 -0.05 0.20
H -1.73115 1.64685 0.48432 0.75 -0.24 0.77
H -0.80918 1.18941 -3.02274 1.12 -0.87 1.45
H 1.69241 2.74370 0.81765 -0.02 0.71 1.11
H 1.75226 3.00994 2.65069 -0.65 0.58 -1.07
H -2.34353 -4.44764 0.11583 0.00 0.05 0.15
H 3.50731 -2.01578 -2.89623 0.23 0.00 -0.04
H 4.57841 -0.87960 -2.01635 0.06 -0.16 -0.10
H -2.14270 -4.76537 1.84825 -0.07 -0.10 0.00
H -4.94446 -2.32401 2.74109 0.07 -0.08 -0.03
```
Forces are in eV/Å.